# 1
Molecular formula: C7H11N4S
Method: DFT, the ωB97M-V functional and the def2-TZVPD basis

## Properties
Net charge ... +1
Largest force on an atom ... 3.55 eV/A
E_LUMO ... -3.1 eV
2S+1 ... 1
Relative energy (zero: lowest compared OMol25 entry of this formula, charge and spin) ... 51.71 kcal/mol

Element x y z (Å)
C  1.3792  -2.6750  1.9687
C  1.0729  -2.2740  3.2792
C  1.0848  -1.8536  0.8015
C  0.2964  -1.1196  3.3081
C  0.3270  -0.6908  1.0711
C  -1.9650  0.6800  -1.2992
C  -0.3727  0.5142  -1.1250
N  -0.0687  -0.4113  2.2748
N  -2.1819  1.7389  -0.3356
N  -0.0935  0.3211  0.2649
N  0.0906  1.9480  -1.4603
S  -1.5991  0.9010  1.2427
H  2.0943  -3.4035  1.7838
H  1.5287  -2.7453  4.1830
H  1.6405  -2.1555  -0.0569
H  0.2235  -0.5541  4.2727
H  -2.2933  1.1014  -2.2670
H  -2.5082  -0.3022  -1.1171
H  0.0124  -0.1974  -1.8930
H  -3.1518  1.9909  -0.3393
H  0.9055  2.4050  -0.9430
H  -0.8815  2.4814  -1.1624
H  0.3399  1.9637  -2.4438

Force components x, y, z for each atom (eV/Å):
C -0.49 2.98 -0.94
C -0.04 -0.07 -1.11
C -0.06 -0.58 3.15
C 1.28 0.56 3.20
C 1.65 -2.69 -1.53
C 0.38 -0.55 -0.30
C -0.81 -0.30 -0.44
N -0.77 0.13 0.79
N 1.00 -1.40 0.92
N -2.72 2.03 -1.03
N -0.13 0.98 0.57
S 0.69 1.15 -1.27
H 0.89 -1.71 -0.14
H -0.78 0.44 -0.96
H -0.29 0.30 -0.90
H -0.65 -0.92 -0.70
H 0.56 -0.60 -0.06
H 0.83 1.12 -0.02
H 0.17 0.42 1.04
H -0.55 0.26 0.59
H -1.35 -1.35 -0.39
H 1.50 -0.64 -0.22
H -0.29 0.44 -0.25

---

# 2
Molecular formula: C7H11N4S2
Method: DFT, the ωB97M-V functional and the def2-TZVPD basis

## Properties
Net charge ... +1
Largest force on an atom ... 5.82 eV/A
E_LUMO (alpha / beta) ... -3.6 / -6.2 eV
2S+1 ... 3
Relative energy (zero: lowest compared OMol25 entry of this formula, charge and spin) ... 0.00 kcal/mol

Element x y z (Å)
C  0.4104  1.8894  -0.2309
C  -0.7348  1.0721  -0.3093
C  0.6472  -0.9644  -0.5294
C  3.0286  1.7321  -0.0963
C  1.7002  1.3081  -0.7505
C  0.6526  -2.3886  -0.1382
C  -3.2639  0.2765  0.8246
N  2.9131  -0.5444  0.0068
N  1.6681  -0.1691  -0.4715
N  -0.5678  -0.2546  -0.5999
N  3.6765  0.4795  0.1825
S  5.2524  0.3902  0.5778
S  -2.3511  1.6457  0.0751
H  0.2657  2.8413  0.0327
H  3.5807  2.3240  -0.7942
H  2.7497  2.3264  0.7738
H  1.7030  1.2798  -1.8798
H  0.6607  -2.8841  -1.0897
H  -0.3629  -2.6368  0.2951
H  1.3748  -2.5804  0.6894
H  -4.0696  -0.1420  0.2622
H  -3.8652  0.5486  1.6756
H  -2.7512  -0.6236  1.0738
H  -1.3564  -0.7631  -1.0256

Force components x, y, z for each atom (eV/Å):
C -2.27 -5.18 -1.35
C 2.68 2.19 0.88
C -2.45 2.10 1.50
C -2.01 0.72 -0.55
C -1.32 -0.58 -1.67
C -1.66 0.25 0.98
C -0.72 -0.59 0.08
N -2.71 -4.59 -0.44
N 3.81 1.12 1.46
N 0.42 -2.90 -1.44
N -0.32 3.24 -0.22
S 1.40 -0.62 0.36
S -0.18 0.19 -0.20
H -0.03 3.56 1.18
H 0.58 0.40 -0.23
H 0.55 -0.12 0.34
H 0.38 0.71 0.92
H 0.91 -1.27 -0.12
H 1.03 0.43 -0.47
H -0.03 -0.19 -1.33
H -0.37 0.22 -1.61
H 0.59 0.85 0.80
H 1.21 -0.26 0.46
H 0.52 0.35 0.66

---

# 3
Molecular formula: C7H11N5
Method: DFT, the ωB97M-V functional and the def2-TZVPD basis

## Properties
Net charge ... +2
Largest force on an atom ... 4.27 eV/A
E_LUMO ... -9.3 eV
2S+1 ... 1
Relative energy (zero: lowest compared OMol25 entry of this formula, charge and spin) ... 106.44 kcal/mol

Element x y z (Å)
C  -0.7818  -1.9092  0.1369
C  -2.5292  -0.4751  -0.5277
C  1.5494  -0.5380  -2.3166
C  -0.4663  -0.0894  -1.4677
C  0.6177  0.1055  -0.5053
C  -0.5430  1.7079  1.2440
C  1.3660  0.1380  1.9963
N  -1.9063  -1.6105  0.0821
N  -1.7470  0.1423  -1.2869
N  1.7647  -0.1712  -1.0607
N  0.2122  -0.4643  -2.5752
N  0.6586  0.8592  0.8521
H  -0.0441  -2.5551  0.6205
H  -3.5240  -0.3497  -0.2993
H  2.1961  -0.8778  -3.0823
H  -1.4277  1.1311  1.6917
H  -0.2526  2.1997  2.2215
H  -0.7071  2.2536  0.3470
H  2.0319  -0.4468  1.5141
H  1.8250  0.7965  2.8105
H  0.6440  -0.4772  2.4296
H  -0.3796  -0.7375  -3.3471
H  1.4431  1.3678  0.5226

Force components x, y, z for each atom (eV/Å):
C 1.47 -0.77 0.74
C 2.80 -0.71 -1.09
C -1.73 0.43 0.97
C 3.30 0.55 2.65
C -2.96 -0.46 0.87
C 0.42 -1.28 2.46
C -1.52 1.98 1.25
N -1.12 -0.30 0.66
N -2.63 1.17 -0.54
N 1.83 -0.22 -0.92
N -1.25 -0.29 -0.08
N -0.06 -1.43 -0.58
H -0.07 0.17 -0.44
H -2.17 0.73 0.19
H 0.94 -0.15 -0.25
H 1.23 0.13 -1.51
H 0.08 0.41 -1.69
H -0.83 1.14 -0.05
H 2.71 -1.81 -1.14
H -0.73 -0.45 -1.64
H -1.17 -1.01 1.02
H 0.75 -0.16 -0.87
H 0.70 2.32 0.00

---

# 4
Molecular formula: C7H11N5O3S
Method: DFT, the ωB97M-V functional and the def2-TZVPD basis

## Properties
Net charge ... +2
Largest force on an atom ... 5.77 eV/A
E_LUMO ... -8.7 eV
2S+1 ... 1
Relative energy (zero: lowest compared OMol25 entry of this formula, charge and spin) ... 0.00 kcal/mol

Element x y z (Å)
C  -2.4682  -4.3861  2.0454
C  -2.4271  -1.1147  1.1269
C  -0.8464  -2.8127  1.9070
C  -0.0103  -0.6787  1.4142
C  -1.9790  -2.5793  0.9570
C  3.1162  3.6136  -1.7724
C  1.1305  3.5362  -3.2482
N  -2.8866  -3.5971  1.1989
N  -1.2040  -0.3372  0.8965
N  -1.1847  -3.8472  2.5736
N  0.1491  -1.9527  2.0262
N  1.7461  3.1537  -2.0323
O  -3.4676  -0.6439  1.3930
O  0.0683  1.5179  -1.3747
O  0.9990  -0.0218  1.2877
S  1.3503  1.9783  -1.0721
H  -2.9253  -5.3900  2.2489
H  -1.6534  -2.7011  -0.0573
H  3.9232  3.2340  -2.5090
H  3.2792  4.6779  -1.7792
H  3.4558  3.1733  -0.8054
H  0.5848  2.7390  -3.7273
H  0.4416  4.3402  -3.2451
H  1.8005  3.9880  -3.9937
H  -1.3647  0.6523  0.6864
H  -0.6896  -4.4605  3.3196
H  1.0623  -2.0811  2.5354

Force components x, y, z for each atom (eV/Å):
C 0.86 -0.75 0.52
C 1.64 0.15 -0.15
C 0.04 0.89 0.04
C 2.50 0.36 -0.97
C -0.32 1.16 0.41
C 2.87 -1.25 -0.01
C -0.58 0.44 -2.48
N -2.58 -0.05 -1.31
N -2.19 -0.03 0.37
N 0.49 -4.96 2.90
N 0.52 -0.04 0.53
N 1.91 -0.03 0.29
O -0.27 -0.12 -0.26
O -2.39 -1.20 -0.45
O -0.42 0.38 0.28
S 1.57 1.28 0.38
H 0.81 1.15 0.47
H 0.47 0.18 -0.83
H -1.82 0.21 0.63
H -0.75 0.48 0.26
H -0.29 0.62 -0.45
H 0.00 -0.60 0.08
H -1.10 0.89 1.26
H 0.73 -0.77 0.54
H 0.31 -0.43 0.17
H -0.57 1.97 -1.60
H -1.44 0.07 -0.62

---

# 5
Molecular formula: C7H11NO
Method: DFT, the ωB97M-V functional and the def2-TZVPD basis

## Properties
Largest force on an atom ... 5.39 eV/A
E_LUMO ... 0.8 eV
2S+1 ... 1
Relative energy (zero: lowest compared OMol25 entry of this formula, charge and spin) ... 69.57 kcal/mol

Element x y z (Å)
C  0.6533  1.3442  -0.9052
C  -2.6963  -0.8473  0.2821
C  -1.4162  -0.5687  0.2317
C  -0.3021  1.1140  -1.9590
C  -0.1233  -0.5587  0.2698
C  0.6737  -1.8647  0.6302
C  1.5638  0.9174  1.3587
N  0.7377  0.5523  0.1603
O  1.3760  2.3295  -1.0252
H  -3.3343  -1.0159  1.1456
H  -3.1664  -1.1921  -0.6840
H  -1.2959  1.5561  -1.6367
H  -0.0529  1.8537  -2.7783
H  -0.3906  0.1597  -2.2401
H  0.1575  -2.2013  1.5775
H  1.7240  -1.7194  0.6868
H  0.5044  -2.7118  -0.1356
H  0.9014  0.8982  2.2347
H  2.4228  0.1535  1.4587
H  2.0636  1.8012  1.3281

Force components x, y, z for each atom (eV/Å):
C 1.88 2.62 -0.12
C -0.01 -1.03 -1.92
C -1.32 -0.29 0.82
C -2.08 4.90 -0.85
C 2.06 -1.48 0.87
C -3.29 -1.29 -0.63
C -0.47 -4.31 -0.17
N 0.05 0.22 1.34
O 0.41 0.14 0.53
H 0.42 0.55 0.17
H 0.34 0.64 0.97
H 0.81 -0.99 -0.08
H 0.11 -1.35 0.66
H -0.61 -3.56 -1.35
H 1.26 -0.01 -0.79
H 0.70 0.29 0.38
H 0.11 1.41 1.03
H 0.32 -0.17 -0.17
H -1.51 0.90 0.13
H 0.81 2.82 -0.85

---

# 6
Molecular formula: C7H11NO
Method: DFT, the ωB97M-V functional and the def2-TZVPD basis

## Properties
Largest force on an atom ... 2.93 eV/A
E_LUMO ... 0.8 eV
2S+1 ... 1
Relative energy (zero: lowest compared OMol25 entry of this formula, charge and spin) ... 73.79 kcal/mol

Element x y z (Å)
C  -1.3031  -0.2726  -0.7199
C  -1.4501  -0.2550  0.8817
C  -1.0121  1.2283  -0.5018
C  0.7364  0.1476  0.2693
C  1.8935  -0.2723  1.1594
C  2.0463  0.8175  0.1425
C  0.1618  -0.8596  -0.8039
H  -2.3411  -1.7154  -1.4948
H  -0.9437  -0.9797  1.5074
H  -2.3907  0.0351  1.3706
H  -0.3141  1.6492  -1.2067
H  -1.9323  1.8281  -0.4043
H  2.3765  -1.2585  0.9304
H  1.8177  0.0744  2.1886
H  2.6875  0.5535  -0.7215
H  2.0874  1.8664  0.4810
H  0.5035  -0.7478  -1.8383
H  0.1301  -1.9055  -0.5218
N  -0.4215  0.8194  0.7645
O  -2.3319  -0.7529  -1.4823

Force components x, y, z for each atom (eV/Å):
C 0.41 -1.01 2.44
C 1.28 0.05 -0.14
C -1.37 -0.12 -1.26
C 0.78 -2.75 -0.65
C -0.38 -0.45 0.11
C 0.71 0.70 -0.85
C -1.37 1.39 -0.30
H 0.16 0.05 0.06
H -0.47 -1.05 -0.12
H 0.25 0.33 -0.62
H 0.16 0.52 -0.25
H 0.44 -0.17 0.12
H -0.55 1.14 0.50
H 0.16 -0.42 -0.11
H -0.61 0.46 0.48
H 0.13 -0.69 -0.15
H 0.38 0.01 0.25
H 0.35 -0.18 0.16
N -0.08 2.10 1.34
O -0.37 0.11 -1.02

---

# 7
Molecular formula: C7H11NO
Method: DFT, the ωB97M-V functional and the def2-TZVPD basis

## Properties
Largest force on an atom ... 5.68 eV/A
E_LUMO ... 0.8 eV
2S+1 ... 1
Relative energy (zero: lowest compared OMol25 entry of this formula, charge and spin) ... 55.80 kcal/mol

Element x y z (Å)
C  1.9175  -0.7549  -1.3513
N  -0.3701  0.6240  -0.4094
C  -1.1967  1.7803  0.1355
C  -0.0432  -0.4238  0.3858
C  0.8226  -1.3891  -0.5532
C  -0.9928  2.4855  1.2464
C  -0.2506  -0.6916  1.6671
C  0.5771  -2.6917  -0.5433
O  -2.1755  2.0818  -0.7773
H  -2.6033  2.9131  -0.5348
H  -0.7232  0.4168  -1.3343
H  1.5247  -0.2985  -2.2607
H  2.6561  -1.4992  -1.6461
H  2.4102  0.0248  -0.7722
H  -0.2149  2.2225  1.9371
H  -1.5851  3.3595  1.4716
H  0.1342  -1.5968  2.1002
H  -0.8675  -0.0569  2.2777
H  1.2152  -3.3911  -1.0639
H  -0.2350  -3.1148  0.0251

Force components x, y, z for each atom (eV/Å):
C 0.02 0.05 0.02
N -3.07 4.60 1.25
C 1.06 -1.33 -1.19
C 2.19 -2.98 -1.99
C -1.04 0.52 1.95
C 0.25 -0.49 -0.23
C -0.34 0.22 0.03
C 0.12 -0.01 0.07
O 0.43 -0.29 0.00
H 0.13 -0.14 0.05
H 0.16 -0.22 0.07
H 0.04 0.10 -0.01
H -0.02 -0.03 -0.01
H 0.04 0.06 -0.04
H 0.21 -0.06 0.04
H -0.19 -0.07 -0.03
H 0.19 -0.08 -0.01
H -0.06 0.16 0.16
H 0.01 -0.02 -0.25
H -0.13 0.02 0.14

---

# 8
Molecular formula: C7H11NO
Method: DFT, the ωB97M-V functional and the def2-TZVPD basis

## Properties
Largest force on an atom ... 4.77 eV/A
E_LUMO ... 1.0 eV
2S+1 ... 1
Relative energy (zero: lowest compared OMol25 entry of this formula, charge and spin) ... 189.06 kcal/mol

Element x y z (Å)
C  -2.1998  -0.0632  -0.1693
C  -1.3531  -1.2585  0.0794
C  0.0488  -0.7375  0.0205
C  2.2274  0.0147  -0.3711
C  1.2866  1.1406  0.0234
C  -0.3029  1.4785  -0.0411
C  0.2373  0.4089  0.9409
H  -3.2111  -0.5137  -0.7958
H  -2.7230  -0.1455  0.8696
H  -1.2798  -2.0577  -0.5833
H  -1.7248  -1.5498  1.0862
H  -0.0737  -0.0606  -0.9884
H  1.5601  -1.6029  -1.0126
H  2.9389  -0.0839  0.5763
H  2.8424  0.1440  -1.4543
H  2.0272  2.0458  0.0953
H  -0.1793  2.5523  0.3238
H  0.0601  0.3745  2.0762
N  1.3904  -1.2454  -0.0898
O  -1.5719  1.1596  -0.5857

Force components x, y, z for each atom (eV/Å):
C -4.51 -1.41 0.64
C 2.26 -1.08 1.91
C 0.35 2.85 -2.11
C 1.03 -0.49 1.29
C 1.16 0.66 0.12
C 1.31 0.97 3.77
C -0.12 3.89 0.39
H 3.01 2.24 0.69
H 0.62 2.43 -1.52
H -1.10 -1.51 -1.45
H 1.01 -0.96 -0.64
H 0.30 -2.67 1.37
H -0.71 -1.68 -0.29
H -0.59 0.90 -2.50
H -1.83 -0.77 2.89
H -2.29 -1.05 0.73
H -1.39 -1.21 -0.56
H 0.57 0.13 -1.90
N 1.52 -1.06 -1.75
O -0.62 -0.16 -1.07